1.
23
Properties=species:S:1:pos:R:3:forces:R:3:lowdin_spin:R:1 method="wB97M-V/def2-TZVPD" homo_ev="-14.94 / -18.30" total_charge=+2 multiplicity=3 e_tot_ev=-21146.692
C -0.194738 0.825120 0.588072 -1.8 -0.1 1.0 0.0790
C 1.968390 -0.187567 0.722489 2.4 -3.3 4.0 0.4804
C -1.035627 1.982564 0.076466 1.9 0.3 -2.1 0.0025
C -2.089427 -1.412101 0.156293 -2.7 -0.2 4.4 0.0305
N 1.081461 0.657447 0.171720 -3.3 1.5 1.3 0.2887
N 1.356769 1.337547 -0.860063 1.5 2.4 -2.9 0.3376
N 0.157292 -1.630254 -0.631989 -1.8 -0.9 -0.9 0.0549
N -0.976321 -0.795461 -0.392272 0.4 2.0 -2.6 0.2683
S 3.590795 -0.335834 0.153458 -0.5 0.2 -0.1 0.3816
H -0.513005 0.365885 1.524087 0.8 0.3 0.0 0.0000
H 1.624779 -0.668119 1.724025 0.8 1.0 -2.1 0.0057
H -1.848997 2.286189 0.706233 -0.7 -0.6 0.1 -0.0003
H -1.235199 1.726153 -1.010277 -0.8 0.5 1.2 0.0013
H -0.490859 2.965510 -0.064954 0.0 -0.9 0.6 0.0006
H -1.721287 -1.863442 1.086818 -0.4 -0.8 -0.2 0.0021
H -2.887294 -0.720119 0.602778 1.2 -0.3 -1.1 0.0028
H -2.650597 -2.079399 -0.480099 0.3 -0.5 -0.4 0.0146
H 2.312995 1.330661 -1.155209 0.7 -0.1 -0.4 0.0135
H 0.886422 2.242656 -1.003093 0.0 -0.6 0.1 0.0125
H 0.032134 -1.912736 -1.619721 0.6 -0.3 0.6 0.0064
H -0.050611 -2.457868 -0.038455 0.6 0.3 -0.6 0.0008
H -1.381506 -0.381807 -1.256966 1.4 0.1 0.2 0.0025
H 4.064440 -1.275026 1.000656 -0.4 0.1 0.1 0.0141

2.
52
Properties=species:S:1:pos:R:3:forces:R:3:nbo_charge:R:1 method="wB97M-V/def2-TZVPD" smiles="COc1ccc(C)cc1S(=O)(=O)N1CCC(C(=O)N2CCOCC2)CC1" homo_ev=-8.57 e_above_lowest_ev=1.959 multiplicity=1 e_tot_ev=-43140.084
C -3.878674 -2.482233 1.123466 0.1 -0.6 0.1 -0.2743
O -4.562939 -1.253805 1.263492 -0.1 0.3 0.0 -0.5010
C -4.268569 -0.146666 0.554772 -0.3 0.1 0.3 0.4153
C -5.125582 0.923500 0.874545 0.1 -0.2 0.0 -0.2687
C -5.015709 2.157016 0.283811 0.2 -0.2 -0.1 -0.1561
C -4.030029 2.396498 -0.672903 0.1 -0.2 0.0 -0.0572
C -3.903430 3.735081 -1.331574 0.0 0.0 0.0 -0.6216
C -3.185635 1.350721 -0.988171 -0.1 0.4 -0.1 -0.1734
C -3.278943 0.091594 -0.399453 0.6 -0.5 -0.2 -0.4505
S -2.036513 -1.048455 -1.045854 0.0 -0.2 0.5 2.3186
O -1.250279 -0.322579 -2.005317 0.0 0.2 0.1 -0.9501
O -2.631121 -2.272346 -1.500355 0.0 0.0 0.0 -0.9452
N -1.126733 -1.409408 0.333050 -0.8 0.3 -0.8 -0.6811
C -0.332731 -2.621275 0.233903 0.1 -0.5 -0.3 -0.2387
C 0.972388 -2.408650 -0.527290 0.0 0.0 0.2 -0.4038
C 1.779211 -1.282771 0.125064 0.0 0.0 -0.4 -0.3166
C 3.073656 -1.060453 -0.651725 -0.2 -0.2 0.4 0.7042
O 3.201123 -1.435128 -1.800392 -0.2 -0.1 -0.4 -0.6290
N 4.092528 -0.437933 -0.004908 0.4 0.2 0.0 -0.4445
C 4.106821 0.148849 1.315002 0.0 0.4 0.1 -0.2425
C 4.367952 1.658364 1.191458 -0.2 -0.2 0.2 -0.0755
O 5.569651 1.914317 0.509055 0.1 0.1 0.1 -0.5214
C 5.548222 1.349281 -0.785491 0.1 -0.3 -0.2 -0.0781
C 5.325091 -0.162802 -0.722467 0.1 0.3 -0.3 -0.2592
C 0.917161 -0.014229 0.104760 0.0 -0.1 0.3 -0.4237
C -0.395398 -0.272687 0.848181 0.2 0.6 0.0 -0.2285
H -4.430898 -3.179182 1.753275 0.1 0.0 0.0 0.1915
H -3.875584 -2.831661 0.091333 -0.1 0.0 0.2 0.2163
H -2.848451 -2.398279 1.473729 -0.2 0.0 0.0 0.1916
H -5.886580 0.727164 1.613425 -0.1 0.0 0.1 0.2281
H -5.699368 2.945994 0.560300 -0.1 0.1 0.1 0.2131
H -3.775920 4.517243 -0.584548 0.0 0.1 0.0 0.2169
H -3.053751 3.752587 -2.007830 0.1 0.1 -0.1 0.2190
H -4.804609 3.962033 -1.899585 0.0 0.1 -0.1 0.2199
H -2.409852 1.480204 -1.726444 0.0 0.1 -0.1 0.2475
H -0.127139 -2.966383 1.254779 -0.1 0.0 0.0 0.1942
H -0.956854 -3.358826 -0.271398 0.1 -0.1 0.2 0.2408
H 0.753510 -2.134720 -1.559840 0.1 -0.1 0.0 0.2381
H 1.551298 -3.333037 -0.535195 0.0 0.0 -0.1 0.2218
H 2.006742 -1.567075 1.158999 0.0 0.0 0.0 0.2023
H 3.172916 -0.020861 1.844241 0.0 0.0 0.0 0.2135
H 4.928289 -0.302441 1.886581 -0.1 0.0 0.0 0.1991
H 4.473049 2.112113 2.178579 -0.1 0.0 0.0 0.1965
H 3.526438 2.130966 0.659801 0.0 0.0 0.1 0.1620
H 6.515027 1.580492 -1.233832 -0.1 0.0 0.0 0.1990
H 4.747792 1.811470 -1.382304 0.1 0.0 0.0 0.1682
H 5.234881 -0.584770 -1.723474 0.1 0.0 0.1 0.2560
H 6.158858 -0.636082 -0.192132 0.0 0.0 0.0 0.1925
H 0.687926 0.236891 -0.931741 0.1 0.1 0.1 0.2474
H 1.430259 0.830703 0.567636 0.0 0.0 0.0 0.2053
H -0.195127 -0.463721 1.909972 -0.1 0.0 -0.1 0.1982
H -1.054387 0.595359 0.770991 0.1 0.1 0.2 0.2240

3.
83
Properties=species:S:1:pos:R:3:forces:R:3:lowdin_charge:R:1 method="wB97M-V/def2-TZVPD" homo_ev="-13.89 / -13.89" total_charge=+2 e_above_lowest_ev=0.905 multiplicity=1 e_tot_ev=-73054.023
Os -0.316613 -1.003366 -0.569384 0.4 0.8 0.3 0.9655
C -1.253705 -2.492755 2.448701 -0.1 0.1 0.2 -0.1585
Si -0.526115 -0.883741 1.825445 -0.1 -0.4 0.0 0.5227
C -1.735435 0.464098 2.293462 -0.1 0.1 0.0 -0.2754
C -1.797362 1.181624 3.486125 0.1 0.0 0.0 -0.0628
C -2.859164 2.041678 3.730565 0.0 0.0 0.0 -0.0363
C -3.884134 2.194235 2.800353 0.0 0.0 0.0 -0.0379
C -3.848524 1.491426 1.607618 0.0 -0.1 0.0 -0.0473
C -2.767635 0.644618 1.366023 -0.1 0.1 0.0 -0.3763
P -2.513418 -0.230550 -0.164043 -0.5 -0.3 -0.4 0.9625
C -1.667798 0.817847 -1.342293 0.2 0.2 0.1 -0.4427
C -1.257306 0.217842 -2.557322 0.0 -0.1 0.1 -0.1672
C -0.571178 0.955774 -3.520496 -0.1 0.0 0.1 -0.0389
C -0.352266 2.299177 -3.293626 0.0 0.1 0.1 -0.0230
C -0.752849 2.914355 -2.093741 0.0 0.0 -0.2 -0.0342
C -1.363345 2.182843 -1.110064 -0.2 -0.1 -0.1 -0.0486
C -4.028595 -0.890779 -0.860987 0.0 0.0 0.1 -0.3459
C -4.525375 -0.506836 -2.104056 0.0 0.1 0.0 -0.0754
C -5.688241 -1.089667 -2.583055 0.0 0.0 0.0 -0.0496
C -6.354174 -2.043876 -1.826851 0.0 0.0 0.0 -0.0408
C -5.868187 -2.417594 -0.580246 0.0 0.0 0.0 -0.0484
C -4.705362 -1.844742 -0.095582 0.0 0.0 0.0 -0.0808
C 1.218197 -0.684082 2.459313 0.1 0.0 0.1 -0.2906
C 1.625886 -0.978981 3.761811 -0.1 0.0 -0.1 -0.0578
C 2.962544 -0.867811 4.118924 0.1 0.0 -0.1 -0.0354
C 3.907441 -0.462780 3.182549 0.0 0.0 0.1 -0.0323
C 3.523535 -0.157711 1.885720 -0.1 0.0 -0.1 -0.0548
C 2.182826 -0.276545 1.528463 0.1 0.1 0.0 -0.3411
P 1.486263 0.286617 -0.036841 0.5 0.3 0.3 0.8786
C 2.809078 0.419453 -1.262078 -0.1 0.3 0.0 -0.3130
C 2.808536 1.525164 -2.110588 0.0 0.0 0.0 -0.0871
C 3.787492 1.664013 -3.083843 0.0 0.0 0.0 -0.0505
C 4.781980 0.705375 -3.204685 0.0 0.0 0.0 -0.0457
C 4.794976 -0.395348 -2.356006 0.0 0.0 0.0 -0.0459
C 3.808200 -0.544763 -1.396715 -0.1 -0.1 0.1 -0.0995
C 1.204097 -2.202270 -0.965215 0.0 -0.8 -0.4 -0.3917
C 1.477745 -2.605132 -2.291844 -0.3 0.2 -0.2 -0.1059
C 1.666649 -3.931025 -2.599338 0.1 -0.1 0.5 -0.0374
C 1.639777 -4.886366 -1.564215 -0.1 0.1 0.2 -0.0352
C 1.441570 -4.500934 -0.251287 0.0 0.1 -0.2 -0.0381
C 1.232624 -3.143702 0.074950 0.1 -0.1 -0.2 -0.1182
H -1.400157 -2.382115 3.529437 0.0 -0.1 0.0 0.0531
H -0.621804 -3.363261 2.284050 0.0 0.0 0.0 0.0321
H -2.235843 -2.702251 2.019180 0.0 0.0 0.0 0.0260
H -1.020598 1.067473 4.234094 0.0 0.0 0.0 0.1153
H -2.898296 2.592759 4.661237 0.0 0.0 0.0 0.1215
H -4.709191 2.861758 3.008762 0.0 0.0 0.0 0.1210
H -4.646883 1.602700 0.883153 0.0 0.0 0.0 0.1235
H -1.563927 -0.805505 -2.780998 0.0 0.0 -0.1 0.1207
H -0.257474 0.491159 -4.444725 0.0 0.0 0.0 0.1265
H 0.143187 2.892129 -4.052351 0.0 0.0 0.0 0.1298
H -0.568189 3.969995 -1.946248 0.0 0.0 0.0 0.1264
H -1.659270 2.646406 -0.177910 0.0 0.0 0.0 0.1131
H -4.029625 0.257099 -2.691585 0.0 0.0 0.0 0.1080
H -6.081387 -0.789215 -3.544768 0.0 0.0 0.0 0.1189
H -7.262097 -2.493319 -2.206106 0.0 0.0 0.0 0.1207
H -6.395417 -3.152170 0.012773 0.0 0.0 0.0 0.1196
H -4.334999 -2.130955 0.883253 0.0 0.0 0.0 0.1032
H 0.908168 -1.312041 4.502938 0.0 0.0 0.0 0.1143
H 3.271664 -1.103903 5.128567 0.0 0.0 0.0 0.1207
H 4.948382 -0.383262 3.466496 0.0 0.0 0.0 0.1213
H 4.264689 0.170341 1.168382 0.0 0.0 0.0 0.1099
H 2.056049 2.291287 -1.991578 0.0 0.0 0.0 0.0882
H 3.784622 2.527757 -3.735699 0.0 0.0 0.0 0.1158
H 5.553974 0.816561 -3.954431 0.0 0.0 0.0 0.1186
H 5.576804 -1.137744 -2.443061 0.0 0.0 0.0 0.1188
H 3.820572 -1.415943 -0.752348 0.0 0.0 0.0 0.1144
H 1.512364 -1.850958 -3.070078 0.0 0.0 0.0 0.1089
H 1.845094 -4.251296 -3.617154 0.0 0.1 0.0 0.1217
H 1.806309 -5.927298 -1.808912 0.0 0.0 0.1 0.1204
H 1.489312 -5.225297 0.552062 0.0 0.0 -0.1 0.1208
H 1.170209 -2.858644 1.114820 0.1 0.0 0.0 0.0643
C 0.462663 3.726898 1.509438 0.0 0.1 0.0 -0.0236
C 1.558988 2.716311 1.277309 0.0 -0.2 0.1 -0.4030
C 2.871184 3.328676 0.843925 -0.1 0.0 -0.1 -0.0219
O 1.023357 1.798732 0.255412 0.0 -0.4 -0.2 -0.3100
H 0.768904 4.421405 2.291074 0.0 0.0 0.0 0.1018
H -0.456555 3.231259 1.827939 0.0 0.0 0.0 0.0685
H 0.264431 4.304515 0.603121 0.0 0.0 0.0 0.0878
H 1.705324 2.122736 2.183295 0.0 0.0 0.0 0.1340
H 2.744349 3.931909 -0.055807 0.0 0.0 0.0 0.0932
H 3.632027 2.574838 0.645373 0.0 0.0 0.0 0.0748
H 3.236458 3.975698 1.642049 0.0 0.0 0.0 0.1019

4.
8
Properties=species:S:1:pos:R:3:forces:R:3:nbo_charge:R:1 method="wB97M-V/def2-TZVPD" smiles="C1=C2NN[P@H]=12" homo_ev=-9.20 e_above_lowest_ev=5.082 multiplicity=1 e_tot_ev=-14385.433
C -1.748953 -0.946566 0.219004 1.4 0.6 -0.5 -0.2686
C -0.496237 -0.960254 -0.034014 -0.4 -0.6 0.1 -0.0762
N 0.848604 -0.656474 -0.254214 -2.4 2.3 -0.3 -0.4643
N 0.736966 0.754621 0.226243 0.7 0.4 1.4 -0.7090
P -1.052273 0.968578 -0.067923 0.6 -0.2 -1.0 0.8199
H 1.539284 -1.173894 0.189711 1.3 -1.3 1.1 0.3872
H 0.984024 0.881664 1.291853 -0.8 -0.8 -2.4 0.3650
H -0.811415 1.132322 -1.570662 -0.4 -0.5 1.6 -0.0541

5.
11
Properties=species:S:1:pos:R:3:forces:R:3:nbo_charge:R:1 method="wB97M-V/def2-TZVPD" smiles="CS(C)(=O)=O" homo_ev=-10.36 e_above_lowest_ev=1.738 multiplicity=1 e_tot_ev=-17099.783
C 0.682798 1.404504 -0.202034 -1.3 -3.0 -1.6 -0.7843
S -0.851931 0.110151 -0.208041 3.5 -1.9 -0.2 2.0949
C 0.069344 -1.441849 0.445406 -0.9 0.9 -1.2 -0.8606
O -1.264118 -0.114531 -1.557011 0.1 0.2 -0.8 -0.9393
O -1.839991 0.438445 0.747642 -0.8 0.9 1.3 -0.9358
H 0.963361 1.539926 -1.252258 0.1 -0.6 0.2 0.2352
H 0.144338 2.253035 0.006367 -0.8 2.2 1.4 0.2267
H 1.507767 1.059121 0.418403 -0.4 0.3 0.2 0.2349
H -0.010522 -1.340332 1.527061 1.2 0.3 0.0 0.2457
H -0.376978 -2.415099 0.264175 -1.0 0.3 -0.5 0.2453
H 0.975933 -1.493371 -0.189708 0.1 0.4 1.3 0.2371

6.
15
Properties=species:S:1:pos:R:3:forces:R:3:nbo_charge:R:1 method="wB97M-V/def2-TZVPD" homo_ev=-9.83 e_above_lowest_ev=1.378 multiplicity=1 e_tot_ev=-23997.814
H -2.840918 -1.452023 -0.329366 -4.2 -0.8 -1.3 0.3570
N -1.992713 -1.124364 -0.123523 4.0 -0.2 1.0 -0.7719
C -1.680229 0.076973 -0.076207 0.1 0.2 0.8 0.7241
N -2.510217 1.207410 -0.310026 3.5 1.2 0.3 -0.8412
O -0.404496 0.369589 0.339358 -1.1 1.3 -0.9 -0.8924
Si 0.907536 -0.581275 0.701041 -1.2 -0.1 0.6 1.5611
O 0.890853 -2.006255 -0.020864 -1.4 -2.3 -2.9 -1.1366
Si 2.621751 0.622347 -0.154784 -0.9 2.5 -2.1 0.2955
H -3.268449 1.171434 0.336251 -0.7 0.2 0.3 0.3856
H -1.859952 2.041789 -0.091272 -1.9 -1.5 -0.4 0.3891
H 0.830226 -0.899375 2.127128 0.2 0.2 0.3 -0.2246
H 0.267732 -2.342828 -0.770591 1.7 1.3 2.4 0.5482
H 3.673856 1.180342 0.605328 0.9 0.5 1.1 -0.1374
H 2.086262 1.889713 -1.077365 0.4 -1.6 1.3 -0.1221
H 3.278758 -0.153482 -1.155110 0.5 -0.9 -0.7 -0.1345

7.
36
Properties=species:S:1:pos:R:3:forces:R:3:nbo_charge:R:1 method="wB97M-V/def2-TZVPD" homo_ev=-11.97 total_charge=+1 e_above_lowest_ev=0.000 multiplicity=1 e_tot_ev=-93428.275
Pd -0.069963 1.187505 -0.667172 0.3 -0.1 -0.2 0.7076
O 0.532780 -5.067568 2.646219 0.4 0.3 -0.6 -0.3541
N -0.369517 -4.340779 3.001239 0.2 -1.0 0.5 0.5249
O -1.144592 -4.641215 3.879270 -0.3 0.1 0.1 -0.3444
C -0.556433 -3.036770 2.364909 -0.7 1.2 -0.1 0.0543
C -1.607568 -2.323660 2.865500 0.6 -0.9 0.0 -0.1110
C -1.935354 -1.048501 2.375329 -0.1 1.0 -0.5 -0.0980
C -3.015513 -0.284361 2.872383 0.2 -0.3 0.0 -0.0699
C -3.263126 0.947046 2.337344 -0.1 0.2 0.0 -0.2397
C -2.445729 1.429873 1.308816 0.0 -0.1 0.0 0.1112
N -1.431828 0.735982 0.827994 0.0 -0.2 0.1 -0.4583
C -1.168631 -0.487615 1.344856 -0.3 -0.2 0.4 0.1696
C -0.064805 -1.212615 0.802202 0.2 -0.7 0.3 0.2338
N 0.635389 -0.607211 -0.198706 0.2 -0.6 0.2 -0.4499
C 1.666563 -1.231025 -0.739426 -0.1 0.1 0.0 0.1061
C 2.065143 -2.491792 -0.318322 -0.1 -0.3 0.3 -0.2336
C 1.380307 -3.126157 0.686071 -0.1 0.0 0.1 -0.0867
C 0.269098 -2.501365 1.296541 0.0 0.3 -0.2 -0.0812
H -2.194888 -2.761509 3.659228 0.0 0.0 0.0 0.2744
H -3.622937 -0.695473 3.668624 0.0 0.1 0.0 0.2449
H -4.079847 1.559179 2.692233 0.0 0.0 0.0 0.2540
H -2.636592 2.404505 0.880197 0.0 0.0 0.0 0.2208
H 2.185639 -0.714971 -1.525355 0.0 0.0 0.0 0.2405
H 2.915026 -2.964453 -0.788178 0.0 0.0 0.0 0.2534
H 1.677128 -4.099279 1.018601 0.1 -0.3 0.1 0.2691
Cl 3.193400 0.465556 -3.132581 0.1 -0.2 0.0 0.0533
C 2.169916 1.850482 -3.074747 -0.1 0.1 0.0 -0.0779
C 1.103499 1.953491 -2.185819 -0.5 0.5 0.2 -0.2629
C 0.396729 3.138373 -2.283994 0.8 0.1 -0.8 0.0074
Cl -0.930337 3.221438 -1.148590 -0.7 0.9 0.1 0.1323
C 0.637785 4.188974 -3.146019 0.0 0.0 0.0 -0.1342
Cl -0.343643 5.586733 -3.129038 -0.1 0.0 0.0 0.0933
C 1.711616 4.053113 -4.022443 0.0 -0.1 0.1 -0.0766
Cl 2.078789 5.305768 -5.121713 0.0 0.0 0.0 0.1062
C 2.472242 2.883120 -3.981932 -0.1 0.0 0.1 -0.0773
Cl 3.790257 2.725181 -5.063522 0.0 0.0 0.0 0.0985

8.
45
Properties=species:S:1:pos:R:3:forces:R:3:nbo_charge:R:1 method="wB97M-V/def2-TZVPD" homo_ev=-15.50 total_charge=+2 multiplicity=1 e_tot_ev=-29171.445
C -1.181076 -1.538841 -3.697543 0.1 -0.2 0.0 -0.1237
C -0.469873 -0.340351 -3.674921 0.3 0.4 0.4 -0.2146
C 0.187081 0.078615 -2.504129 -0.2 -0.2 -0.9 0.1114
C 0.178615 -0.750907 -1.367000 -0.3 0.1 1.3 -0.6652
C -0.603311 -1.918897 -1.378114 -0.4 -0.2 -0.8 -0.0003
C -1.244423 -2.335404 -2.554961 0.0 0.0 0.6 -0.2016
C 0.938160 1.393292 -2.525832 0.4 0.3 -0.1 -0.4963
C 0.468070 2.543894 -1.605471 -0.3 0.4 -0.1 -0.2346
N -0.166421 2.122317 -0.314730 0.3 -0.7 0.3 -0.5586
Hf 0.870766 0.204028 0.504125 2.8 2.7 -2.3 2.1092
C -0.830649 -2.699072 -0.096930 1.1 -0.1 0.2 -0.7299
P -0.954511 -1.571953 1.364247 0.0 -2.0 0.9 1.3666
H -0.402419 0.293497 -4.565154 -0.2 -0.3 0.3 0.2428
H -1.802885 -3.274787 -2.543162 0.1 0.3 -0.2 0.2407
H -1.688556 -1.852523 -4.610780 0.2 0.1 0.3 0.2562
H -0.013803 -3.406926 0.127851 -0.2 0.1 -0.2 0.2797
H -1.774130 -3.271150 -0.125671 0.2 0.3 0.2 0.2926
H 2.013958 1.230206 -2.325440 -0.3 -0.1 -0.1 0.2375
H 0.878746 1.803809 -3.544377 0.3 -0.2 0.3 0.2722
H 1.319452 3.193577 -1.354794 -0.2 -0.3 -0.2 0.2370
C -0.922360 -2.534453 2.888508 0.6 0.3 0.2 -0.9657
C -2.684447 -1.041829 1.216363 -0.1 1.4 0.0 -0.9755
H -0.269333 3.182217 -2.116501 0.2 -0.2 0.1 0.2309
C -1.624821 1.946314 -0.504570 -0.4 0.0 -0.2 -0.4311
C 0.046560 3.162186 0.714705 0.1 0.5 0.3 -0.4426
H 0.753863 -1.221819 1.591637 -0.6 -3.1 -0.7 -0.1514
H -2.045404 2.913080 -0.821442 0.0 -0.3 0.1 0.2345
H -1.827430 1.200629 -1.281155 0.1 0.2 0.2 0.2369
H -2.097850 1.640106 0.437095 0.1 0.2 -0.2 0.2140
H -0.567942 4.043281 0.472254 0.2 -0.2 0.2 0.2457
H -0.236443 2.779648 1.706167 -0.1 0.2 -0.2 0.2241
H 1.101436 3.465816 0.728521 -0.2 -0.1 0.1 0.2389
H -3.342644 -1.894717 1.447975 0.5 0.0 0.0 0.3056
H -2.887094 -0.231525 1.929616 -0.1 -0.2 -0.1 0.2747
H -2.921208 -0.691520 0.201342 0.2 -0.1 0.3 0.2776
H -1.744975 -3.262210 2.916894 0.2 0.3 -0.2 0.2991
H 0.043416 -3.047528 2.970479 -0.2 0.0 0.0 0.2874
H -1.016898 -1.827484 3.723625 -0.1 -0.3 0.0 0.2872
H -0.225334 -0.004819 1.871558 -3.3 0.9 0.7 -0.2447
B 4.858752 0.255839 3.103101 0.3 -0.2 0.3 -0.6632
C 3.673667 0.252968 2.163191 0.7 0.1 0.4 0.6693
N 2.746783 0.252004 1.428146 -1.0 -0.1 -0.6 -0.9228
H 5.549743 -0.711619 2.820952 -0.3 0.2 -0.1 0.1145
H 4.444145 0.174534 4.250625 -0.1 0.1 -0.4 0.1100
H 5.473026 1.298479 2.933698 -0.3 -0.2 -0.1 0.1257